#a
ORCA calculation (the ωB97M-V functional and the def2-TZVPD basis) on a 17-piece molecular cluster, H34O17 overall.

orbital gap = 10.39 eV
charge = 0

Geometry as XYZ:
```
51
H34O17 | the OMol25 dataset | the ωB97M-V functional and the def2-TZVPD basis
O 3.037 -0.123 1.902
H 3.653 -0.821 1.576
H 2.175 -0.406 2.082
O -2.419 2.780 4.024
H -2.030 2.037 3.693
H -2.017 3.591 3.981
O 0.410 2.468 -0.422
H 0.742 1.738 0.144
H 0.305 2.185 -1.347
O -0.882 -0.860 -1.763
H -0.759 -0.493 -2.729
H -1.478 -0.308 -1.357
O -4.300 0.006 3.050
H -3.692 -0.800 2.596
H -4.890 0.393 2.510
O 4.048 -3.170 1.718
H 3.724 -3.597 0.919
H 4.991 -2.995 2.095
O -0.155 0.470 -4.913
H 0.092 -0.441 -5.010
H -0.484 0.718 -5.802
O 4.324 2.871 -0.152
H 4.325 3.879 -0.197
H 4.720 2.769 -1.016
O -0.293 -0.489 0.825
H -0.771 -0.480 1.624
H -0.188 -1.456 0.550
O 2.121 4.847 -0.651
H 1.798 4.114 -0.213
H 2.065 4.741 -1.569
O 0.331 -4.569 4.174
H -0.104 -3.670 3.937
H 1.169 -4.563 3.847
O 1.689 -3.721 -2.189
H 2.186 -3.408 -1.389
H 1.482 -3.047 -2.746
O -0.024 1.507 3.830
H 0.371 2.035 4.588
H 0.682 0.985 3.513
O -4.872 2.313 -2.215
H -4.568 2.406 -1.300
H -4.529 2.794 -2.839
O -1.347 -2.983 0.613
H -1.199 -3.010 -0.283
H -2.246 -2.623 0.694
O -3.901 -0.273 -1.665
H -3.724 -0.470 -2.633
H -4.735 0.292 -1.847
O 1.591 -1.402 -4.145
H 1.189 -0.818 -3.469
H 2.387 -0.944 -4.624
```

#b
ORCA calculation (the ωB97M-V functional and the def2-TZVPD basis) on a 17-piece molecular cluster, H34O17 overall.

orbital gap = 7.78 eV
charge = 0

Geometry as XYZ:
```
51
H34O17 | the OMol25 dataset | the ωB97M-V functional and the def2-TZVPD basis
O 20.597 3.782 1.285
H 20.316 4.092 2.100
H 20.454 4.449 0.637
O 18.391 0.143 4.809
H 17.724 0.308 4.141
H 18.814 0.990 5.033
O 23.602 0.336 1.568
H 23.129 1.075 1.256
H 24.474 0.563 1.257
O 17.376 0.572 2.336
H 17.188 1.464 2.059
H 16.625 0.041 2.157
O 22.438 3.207 4.710
H 22.819 2.730 5.429
H 21.871 3.818 5.147
O 24.249 3.412 2.565
H 23.671 3.056 3.254
H 23.714 3.955 2.038
O 22.427 2.221 0.073
H 21.758 2.689 0.564
H 23.112 2.837 -0.010
O 19.374 2.503 5.104
H 18.669 3.035 5.491
H 20.091 2.543 5.726
O 19.562 -1.466 2.988
H 18.953 -2.043 2.575
H 19.029 -0.659 3.193
O 22.130 -0.424 4.538
H 21.699 -0.107 3.713
H 22.871 0.165 4.621
O 20.181 4.929 3.897
H 19.883 5.534 4.572
H 20.141 4.027 4.175
O 16.367 2.191 4.318
H 15.825 1.543 3.919
H 16.970 2.502 3.656
O 20.677 1.396 2.867
H 21.290 1.755 3.450
H 19.805 1.712 3.185
O 20.730 0.594 6.774
H 21.096 0.239 5.926
H 20.639 -0.223 7.246
O 17.628 3.464 2.327
H 17.481 4.093 3.041
H 17.667 4.018 1.578
O 18.821 1.997 0.065
H 19.388 2.554 0.568
H 19.247 1.174 0.109
O 22.000 -1.579 2.014
H 22.568 -0.768 1.826
H 21.086 -1.352 1.990
```

Energetically preferred structure: #b | next structure: +328.9 kJ/mol

#a
ORCA calculation (the ωB97M-V functional and the def2-TZVPD basis) on a 2-piece molecular cluster, CH3N3S overall.

orbital gap = 8.49 eV
charge = 0

Geometry as XYZ:
```
8
CH3N3S | the OMol25 dataset | the ωB97M-V functional and the def2-TZVPD basis
C -0.052 0.232 2.098
N 0.365 -0.452 -2.091
N 1.190 -1.149 -2.382
N -0.536 0.145 -1.574
S 1.329 1.017 1.906
H -0.784 0.216 1.351
H -0.262 -0.585 2.849
H -1.250 0.575 -2.158
```

#b
ORCA calculation (the ωB97M-V functional and the def2-TZVPD basis) on a 2-piece molecular cluster, CH3N3S overall.

orbital gap = 8.10 eV
charge = 0

Geometry as XYZ:
```
8
CH3N3S | the OMol25 dataset | the ωB97M-V functional and the def2-TZVPD basis
C 2.108 0.447 0.160
N -1.320 -0.036 -1.475
N -1.914 -0.424 -0.567
N -2.409 -0.805 0.408
S 0.628 -0.263 0.517
H 1.933 1.228 -0.559
H -2.144 -0.157 1.103
H 3.117 0.009 0.413
```

Energetically preferred structure: #a | next structure: +71.1 kJ/mol

#a
ORCA calculation (the ωB97M-V functional and the def2-TZVPD basis) on a 4-piece molecular cluster, C2H12O3 overall.

orbital gap (spin up / spin down) = 12.31 / 4.91 eV
charge = +1
spin multiplicity = 2

Geometry as XYZ:
```
17
C2H12O3 | the OMol25 dataset | the ωB97M-V functional and the def2-TZVPD basis
C 1.560 0.316 0.649
C 1.065 1.525 -0.139
H 2.629 0.137 0.514
H 1.341 0.425 1.715
H 1.029 -0.606 0.314
H 1.571 2.424 0.215
H -0.012 1.687 -0.019
H 1.248 1.423 -1.206
H -3.035 -0.625 -0.284
H -1.620 -0.486 -0.817
O -2.177 -0.238 -0.047
H 0.295 -1.141 -1.766
H -0.262 -0.294 -2.925
O -0.522 -0.895 -2.216
H -1.330 -1.058 1.261
H -1.016 -1.057 2.791
O -0.763 -1.537 1.961
```

#b
ORCA calculation (the ωB97M-V functional and the def2-TZVPD basis) on a 4-piece molecular cluster, C2H12O3 overall.

orbital gap (spin up / spin down) = 11.66 / 2.15 eV
charge = +1
spin multiplicity = 2

Geometry as XYZ:
```
17
C2H12O3 | the OMol25 dataset | the ωB97M-V functional and the def2-TZVPD basis
C -0.260 3.105 -2.880
C -0.135 2.941 -1.383
H -0.026 2.130 -3.310
H 0.378 3.912 -3.219
H -1.308 3.296 -3.162
H 0.962 2.942 -1.135
H -0.489 3.686 -0.661
H -0.480 1.967 -1.031
H 1.429 -1.569 3.963
H 2.682 -1.582 3.148
O 1.778 -1.231 3.111
H 0.121 -6.945 1.340
H -1.203 -6.746 0.575
O -0.725 -6.440 1.333
H -1.161 -0.285 0.506
H -0.865 0.885 1.483
O -0.699 -0.068 1.323
```

Energetically preferred structure: #a | next structure: +132.8 kJ/mol

#a
ORCA calculation (the ωB97M-V functional and the def2-TZVPD basis) on a 3-piece molecular cluster, C13H17N3O5 overall.

orbital gap = 8.00 eV
charge = 0

Geometry as XYZ:
```
38
C13H17N3O5 | the OMol25 dataset | the ωB97M-V functional and the def2-TZVPD basis
C -0.182 -0.517 0.663
C -1.091 -1.823 0.389
C 1.081 -0.999 0.962
C 2.031 -0.048 1.131
C 2.621 0.364 2.435
C 2.664 0.814 0.136
C 3.417 1.493 2.681
C 3.551 1.941 0.342
C 4.043 2.274 1.554
C -2.569 -0.465 -0.889
C -3.906 -0.117 0.026
C -2.705 -0.427 -2.464
C -1.356 -0.741 -3.064
H -0.415 -0.313 2.490
H 0.060 1.165 1.880
H -0.261 -0.023 -0.292
H 1.360 -1.683 0.119
H 1.021 -1.709 1.806
H 2.157 -0.027 3.294
H 2.309 0.267 -0.682
H 3.659 1.939 3.768
H 3.805 2.429 -0.611
H 4.503 4.178 1.068
H -2.745 -2.572 -0.388
H -1.848 0.269 -0.538
H -3.064 0.661 -2.895
H -3.603 -1.021 -2.970
H -2.265 -1.543 -4.719
H -0.716 -1.166 -4.856
H -2.533 0.612 1.398
N -0.566 0.368 1.765
N -2.227 -1.754 -0.346
N -1.481 -1.389 -4.185
O -0.656 -2.908 0.610
O 4.986 3.214 1.959
O -5.021 -0.359 -0.420
O -0.357 -0.320 -2.488
O -3.698 -0.062 1.330
```

#b
ORCA calculation (the ωB97M-V functional and the def2-TZVPD basis) on one molecule with the formula C13H17N3O5.

orbital gap = 8.65 eV
charge = 0
SMILES string = NC(=O)C[C@H](N)C(=O)N[C@@H](Cc1ccc(O)cc1)C(=O)O

Geometry as XYZ:
```
38
C13H17N3O5 | the OMol25 dataset | the ωB97M-V functional and the def2-TZVPD basis
N 4.745 0.984 -1.741
C 4.001 1.117 -0.578
O 4.008 0.256 0.317
C 3.201 2.392 -0.493
C 2.411 2.567 0.766
N 3.248 2.642 1.931
C 1.344 1.436 0.942
O 0.909 1.260 2.099
N 0.772 0.714 -0.051
C -0.265 -0.207 0.271
C -1.113 -0.444 -0.945
C -2.450 -1.030 -0.637
C -2.624 -2.427 -0.588
C -3.877 -2.984 -0.438
C -4.978 -2.128 -0.250
O -6.149 -2.688 0.035
C -4.823 -0.740 -0.219
C -3.549 -0.211 -0.379
C 0.377 -1.544 0.748
O 0.554 -2.535 0.086
O 0.827 -1.443 2.015
H 5.150 0.026 -1.964
H 4.889 1.712 -2.397
H 2.524 2.550 -1.350
H 3.957 3.221 -0.621
H 1.716 3.444 0.657
H 3.900 1.827 1.818
H 2.628 2.412 2.764
H 1.264 0.582 -0.955
H -0.928 0.193 1.069
H -1.183 0.523 -1.453
H -0.529 -1.129 -1.630
H -1.734 -2.963 -0.775
H -4.077 -4.050 -0.422
H -5.974 -3.674 0.507
H -5.648 -0.048 -0.139
H -3.375 0.889 -0.370
H 0.852 -0.500 2.370
```

Energetically preferred structure: #b | next structure: +739.5 kJ/mol

#a
ORCA calculation (the ωB97M-V functional and the def2-TZVPD basis) on a 2-piece molecular cluster, C3HNO3 overall.

orbital gap (spin up / spin down) = 6.19 / 8.17 eV
charge = 0

Geometry as XYZ:
```
8
C3HNO3 | the OMol25 dataset | the ωB97M-V functional and the def2-TZVPD basis
C 0.779 -0.207 -0.990
C -0.529 -0.206 -1.663
C -0.347 0.325 1.937
N -0.362 -0.321 -0.324
O 1.972 -0.217 -0.964
O -1.145 -0.257 -2.632
O -0.543 1.392 2.280
H 0.176 -0.510 2.357
```

#b
ORCA calculation (the ωB97M-V functional and the def2-TZVPD basis) on one molecule with the formula C3HNO3.

orbital gap = 8.61 eV
charge = 0
SMILES string = O=C1C=NOC1=O

Geometry as XYZ:
```
8
C3HNO3 | the OMol25 dataset | the ωB97M-V functional and the def2-TZVPD basis
O -1.300 -1.382 0.857
C -0.388 -0.726 0.470
C 1.079 -0.714 0.767
N 1.699 0.061 -0.065
O 0.852 0.825 -0.862
C -0.479 0.587 -0.455
O -1.395 1.329 -0.699
H 1.582 -1.483 1.395
```

Energetically preferred structure: #b | next structure: +200.2 kJ/mol

#a
ORCA calculation (the ωB97M-V functional and the def2-TZVPD basis) on a 2-piece molecular cluster, CH2F3N overall.

orbital gap = 12.35 eV
charge = 0
SMILES string = N=C(F)F.F

Geometry as XYZ:
```
7
CH2F3N | the OMol25 dataset | the ωB97M-V functional and the def2-TZVPD basis
N -1.022 0.406 0.569
C -0.270 0.905 -0.226
F 0.627 1.916 -0.170
F -0.049 0.327 -1.425
H -1.187 0.730 1.541
F 0.527 -2.359 -0.127
H 1.373 -1.925 -0.162
```

#b
ORCA calculation (the ωB97M-V functional and the def2-TZVPD basis) on one molecule with the formula CH2F3N.

orbital gap = 11.92 eV
charge = 0
SMILES string = FCN(F)F

Geometry as XYZ:
```
7
CH2F3N | the OMol25 dataset | the ωB97M-V functional and the def2-TZVPD basis
F -0.983 0.348 -1.296
C 0.031 0.056 -0.463
N 0.781 -1.211 -0.888
F 1.625 -0.722 -1.863
F 0.088 -2.172 -1.627
H 0.643 0.922 -0.421
H -0.408 -0.198 0.537
```

Energetically preferred structure: #a | next structure: +366.6 kJ/mol

#a
ORCA calculation (the ωB97M-V functional and the def2-TZVPD basis) on a 3-piece molecular cluster, C2H12N2O2 overall.

orbital gap = 9.75 eV
charge = 0
SMILES string = NCCN.O.O

Geometry as XYZ:
```
18
C2H12N2O2 | the OMol25 dataset | the ωB97M-V functional and the def2-TZVPD basis
N -0.341 -0.192 0.122
C -0.208 0.936 -0.834
C -0.186 0.325 -2.211
N 0.833 -0.542 -2.616
H 0.535 -0.518 0.475
H -0.653 -0.924 -0.468
H -1.085 1.518 -0.584
H 0.659 1.501 -0.567
H -0.025 1.288 -2.718
H -1.220 -0.042 -2.502
H 0.657 -1.494 -2.244
H 0.709 -0.595 -3.635
O -1.760 0.999 2.548
H -1.693 0.076 2.233
H -2.285 1.455 1.831
O 1.664 -1.247 2.281
H 1.709 -2.049 2.809
H 2.385 -0.657 2.465
```

#b
ORCA calculation (the ωB97M-V functional and the def2-TZVPD basis) on a 3-piece molecular cluster, C2H12N2O2 overall.

orbital gap = 10.27 eV
charge = 0
SMILES string = CNCN.O.O

Geometry as XYZ:
```
18
C2H12N2O2 | the OMol25 dataset | the ωB97M-V functional and the def2-TZVPD basis
C -0.988 0.675 1.410
N 0.004 1.174 0.428
C 0.834 0.130 -0.173
N -0.049 -1.014 -0.544
H -1.309 1.476 2.074
H -0.552 -0.154 1.976
H -1.840 0.276 0.874
H 0.649 1.752 0.960
H 1.182 0.493 -1.138
H 1.646 -0.241 0.455
H 0.430 -1.501 -1.303
H -0.804 -0.617 -1.108
O 1.520 -3.061 0.104
H 0.618 -2.798 0.313
H 1.670 -3.939 0.432
O -0.708 2.431 -1.867
H -0.733 2.096 -0.934
H -1.569 2.821 -1.958
```

Energetically preferred structure: #b | next structure: +58.7 kJ/mol